The ion C7H8NO5 with charge -1 at a distorted geometry. Source: OMol25; level of theory: ωB97M-V/def2-TZVPD.

For the lowest unoccupied orbital energy, the calculation gives 3.58 eV. For the relative energy (zero: lowest compared OMol25 entry of this formula, charge and spin), the calculation gives 1.323 eV. As for the strongest force on any atom: 2.95 eV Å⁻¹. The net charge is -1. For the total energy, the calculation gives -702.48120 a.u. The HOMO energy is -3.11 eV. The SMILES is CO/C([O-])=C(\CO)NC(=O)C=C=O. The multiplicity is 1.

Each line ends with the natural charge from an NBO analysis.
Positions of all 21 atoms, in Å:
C (-0.795, -2.512, -0.082)  -0.24
O (-0.949, -1.136, -0.305)  -0.58
C (0.275, -0.401, -0.361)  0.63
O (1.256, -1.182, -0.522)  -0.75
C (0.146, 0.921, -0.172)  -0.16
C (-1.077, 1.646, 0.272)  -0.07
O (-0.909, 2.292, 1.535)  -0.75
N (1.332, 1.633, -0.091)  -0.59
C (2.648, 1.275, -0.034)  0.66
O (3.353, 2.286, -0.207)  -0.72
C (3.332, 0.001, 0.222)  -0.65
C (3.067, -1.280, 0.151)  0.81
O (3.426, -2.361, 0.352)  -0.54
H (-0.144, -2.688, 0.853)  0.17
H (-0.259, -2.966, -0.869)  0.18
H (-1.794, -2.961, -0.028)  0.17
H (-1.823, 0.955, 0.361)  0.19
H (-1.333, 2.437, -0.381)  0.15
H (-0.480, 1.770, 2.167)  0.46
H (1.242, 2.631, -0.371)  0.39
H (4.352, 0.235, 0.318)  0.24